This record from the Open Molecules 2025 dataset describes a molecular structure, C41H58N3O5SV. The level of theory is wB97M-V/def2-TZVPD.

The spin multiplicity is 4. The HOMO energy (alpha / beta) is -3.31 / -4.37 eV. Its largest force on an atom is 0.785 eV/A. The total charge is -1. The LUMO energy (alpha / beta) is 2.46 / 2.46 eV. For the gap between HOMO and LUMO (alpha / beta), the calculation gives 5.77 / 6.83 eV.

The geometry in XYZ format:
```
109
Properties=species:S:1:pos:R:3:forces:R:3:lowdin_spin:R:1
V -0.810645 1.718495 -0.240219 -0.733 0.014 -0.278 2.7547
C -2.546484 4.014635 -1.343121 0.043 0.047 -0.038 0.0071
N -2.580624 3.132262 -0.177837 -0.011 -0.232 -0.015 0.0131
C -2.557876 3.922969 1.052095 0.041 0.005 0.043 0.0058
C -3.770795 2.259093 -0.213053 -0.062 0.095 -0.019 0.0050
C -3.520489 0.888501 0.407006 0.102 -0.088 0.029 0.0056
N -2.376685 0.219354 -0.227211 0.020 0.007 0.081 0.0118
C -1.896398 -0.933154 0.549804 -0.073 0.054 0.006 0.0090
C -1.390592 -0.709843 1.964844 0.018 -0.064 0.034 0.0037
C -1.361877 -1.859822 2.738539 0.025 -0.049 0.095 0.0000
C -0.800056 -1.906842 4.005793 -0.047 -0.015 -0.067 0.0021
C -0.251921 -0.722486 4.484085 0.050 0.057 0.019 0.0001
C -0.260239 0.466929 3.767176 -0.073 -0.020 0.032 0.0013
C -0.860741 0.501810 2.478195 -0.110 0.042 -0.080 0.0059
O -0.943181 1.626323 1.809545 0.092 -0.002 0.008 0.0370
C 0.395575 1.727181 4.342343 0.009 -0.071 0.002 0.0003
C 1.062060 1.456237 5.693526 0.033 0.030 0.072 0.0000
C -0.652750 2.826257 4.568425 0.011 -0.022 0.023 0.0003
C 1.488772 2.241877 3.392378 0.029 0.004 0.048 0.0003
C -0.782598 -3.217615 4.788486 -0.007 0.024 -0.020 0.0003
C -0.058777 -4.297570 3.973559 0.011 -0.045 -0.018 0.0001
C -2.221355 -3.677821 5.059035 -0.018 -0.008 0.004 0.0001
C -0.067032 -3.077304 6.130652 0.013 0.002 0.078 0.0000
C -2.717431 -0.237055 -1.593641 0.011 0.063 0.056 0.0053
C -1.546333 -0.584839 -2.464622 0.029 -0.037 -0.086 0.0030
C -1.382217 -1.883799 -2.928938 0.015 -0.027 -0.009 0.0006
C -0.395016 -2.206178 -3.845035 -0.006 -0.009 0.024 0.0007
C 0.388724 -1.151702 -4.320216 0.044 0.027 0.036 0.0007
C 0.272423 0.159244 -3.890057 0.004 -0.045 -0.022 0.0004
C -0.686836 0.455999 -2.883257 -0.057 0.048 0.133 0.0073
O -0.800313 1.649329 -2.354184 -0.228 0.139 0.063 0.0392
C 1.139091 1.276191 -4.475162 -0.003 -0.047 0.028 0.0001
C 0.231143 2.329077 -5.127976 -0.010 -0.007 -0.023 0.0002
C 2.099931 0.763120 -5.549712 0.020 0.023 -0.036 0.0000
C 1.983036 1.941426 -3.379961 0.042 0.012 -0.067 0.0001
C -0.099367 -3.633299 -4.300643 0.002 0.037 0.020 0.0001
C -1.110538 -4.632323 -3.741735 -0.048 -0.040 0.016 0.0000
C -0.135535 -3.725790 -5.831478 -0.016 -0.003 -0.038 0.0000
C 1.297596 -4.031955 -3.805061 0.037 -0.023 -0.009 0.0000
H -3.434090 4.664463 -1.381031 0.002 -0.021 -0.011 0.0007
H -2.470254 3.409997 -2.245447 0.001 0.025 -0.009 0.0005
H -1.655935 4.641255 -1.283497 -0.003 -0.006 -0.005 0.0012
H -3.372133 4.663261 1.049296 -0.001 -0.019 0.026 0.0004
H -1.599930 4.436882 1.132980 -0.003 0.010 0.003 0.0011
H -2.645532 3.259472 1.908355 -0.004 0.023 0.013 0.0001
H -4.067690 2.154958 -1.256529 -0.008 -0.028 0.025 0.0002
H -4.608326 2.745169 0.307971 -0.009 -0.031 -0.030 0.0006
H -4.425411 0.267207 0.314782 -0.038 0.065 0.008 0.0008
H -3.287744 0.992790 1.467104 -0.008 0.011 -0.005 0.0004
H -1.098591 -1.378444 -0.053229 0.019 0.017 0.038 0.0014
H -2.705784 -1.681761 0.598091 0.022 0.002 -0.014 0.0011
H -1.781907 -2.765379 2.308544 -0.013 -0.015 -0.015 0.0000
H 0.213919 -0.726676 5.457937 -0.015 -0.025 -0.018 -0.0001
H 0.342713 1.132549 6.449209 -0.019 0.014 0.005 0.0000
H 1.525099 2.379385 6.050468 0.000 0.007 0.006 0.0000
H 1.843740 0.697601 5.621244 0.022 -0.002 -0.038 0.0000
H -1.406605 2.491163 5.285856 -0.008 -0.006 -0.001 0.0000
H -1.144004 3.079706 3.634295 -0.027 0.007 -0.074 0.0001
H -0.174719 3.723936 4.972791 0.008 0.018 -0.003 0.0000
H 2.196393 1.443103 3.156771 -0.003 -0.022 -0.005 0.0000
H 2.040007 3.056209 3.873917 0.002 0.024 -0.021 0.0000
H 1.055816 2.609412 2.467313 -0.035 0.003 -0.065 0.0000
H -0.590509 -4.519883 3.048074 -0.008 0.010 -0.022 0.0000
H 0.016250 -5.225526 4.547761 -0.007 -0.024 0.011 0.0000
H 0.946348 -3.972189 3.702738 0.018 0.029 0.023 0.0000
H -2.771454 -3.809469 4.126836 -0.008 -0.006 -0.022 0.0000
H -2.756523 -2.938666 5.658176 0.008 0.020 0.013 0.0000
H -2.231265 -4.630859 5.595540 0.012 -0.024 0.017 0.0000
H 0.972087 -2.769368 6.004706 0.023 -0.007 -0.037 0.0000
H -0.071676 -4.037799 6.651786 -0.006 -0.013 0.000 0.0000
H -0.558009 -2.345476 6.775082 -0.025 0.009 -0.001 0.0000
H -3.264110 0.576326 -2.072365 0.003 -0.027 -0.030 0.0003
H -3.396686 -1.100092 -1.512980 0.006 0.009 -0.041 0.0003
H -2.054211 -2.645348 -2.548319 -0.010 -0.007 0.003 0.0000
H 1.153045 -1.381942 -5.049592 0.023 -0.022 -0.031 0.0000
H -0.345117 1.880711 -5.941540 -0.001 -0.004 -0.011 0.0000
H 0.833434 3.142442 -5.544126 0.014 0.015 0.003 0.0000
H -0.460097 2.740039 -4.395617 -0.016 0.012 0.039 0.0000
H 1.570441 0.320005 -6.396048 -0.028 -0.010 -0.009 0.0000
H 2.797194 0.021645 -5.155953 0.017 -0.008 0.049 0.0000
H 2.687519 1.604040 -5.926641 -0.001 -0.002 -0.015 0.0000
H 1.343864 2.412023 -2.638469 -0.001 0.003 -0.015 0.0000
H 2.627449 2.704286 -3.828814 0.018 0.027 0.011 0.0000
H 2.621767 1.202928 -2.889675 -0.009 -0.031 0.012 0.0000
H -2.129199 -4.388738 -4.051286 -0.006 0.005 -0.027 0.0000
H -1.087291 -4.660617 -2.651373 0.022 0.015 0.023 0.0000
H -0.878343 -5.636222 -4.105219 0.011 -0.007 -0.008 0.0000
H -1.105922 -3.404774 -6.215281 -0.023 -0.009 0.009 0.0000
H 0.042251 -4.754007 -6.158913 0.012 -0.021 0.008 0.0000
H 0.627133 -3.095945 -6.289680 0.013 0.027 0.001 0.0000
H 1.355244 -3.969490 -2.717721 -0.021 0.012 0.020 0.0000
H 2.058812 -3.361854 -4.205692 0.016 0.015 -0.010 0.0000
H 1.544285 -5.052807 -4.113028 -0.012 -0.019 -0.011 0.0000
O 0.899932 2.998031 -0.190302 0.242 0.292 0.030 0.0164
C 1.641215 1.999866 -0.130044 0.717 -0.112 0.088 0.0276
N 1.134439 0.764615 -0.143659 0.344 -0.061 0.053 0.0106
S 2.275223 -0.388264 -0.001187 -0.143 0.300 -0.050 0.0016
O 2.204316 -1.042874 1.274358 -0.029 -0.123 0.010 0.0010
O 2.339375 -1.201683 -1.182348 0.006 -0.120 -0.016 0.0011
C 3.632781 0.754191 0.014540 0.324 -0.122 0.010 0.0024
C 4.984946 0.482514 0.079137 -0.073 0.194 0.002 -0.0003
C 5.846680 1.575457 0.084281 0.078 -0.041 0.004 0.0037
C 5.363131 2.881132 0.027927 -0.169 -0.046 -0.003 0.0000
C 3.994855 3.130661 -0.039123 0.159 -0.070 0.003 0.0036
C 3.146272 2.040906 -0.046119 -0.595 0.002 -0.021 0.0019
H 5.353947 -0.532942 0.121899 0.011 -0.010 0.004 -0.0001
H 6.915162 1.405943 0.132349 0.008 0.019 0.001 0.0002
H 6.058498 3.709862 0.035094 0.035 0.003 -0.002 -0.0001
H 3.599876 4.136067 -0.088755 -0.030 0.007 0.000 0.0002
```
Positions in Å, forces in eV/Å.

***

This record from the Open Molecules 2025 dataset describes a gas-phase ion, C3H3N2O (charge +1) at a distorted geometry. The level of theory is wB97M-V/def2-TZVPD.

The HOMO energy (alpha / beta) is -14.29 / -14.29 eV. Its largest force on an atom is 5.353 eV/A. The total charge is +1. The LUMO energy (alpha / beta) is -6.81 / -6.81 eV. For the gap between HOMO and LUMO (alpha / beta), the calculation gives 7.48 / 7.48 eV.

The geometry in XYZ format:
```
9
Properties=species:S:1:pos:R:3:forces:R:3:nbo_charge:R:1
C -0.877030 -0.099959 -0.057391 -1.493 0.574 0.895 0.4160
C -0.019900 0.919207 0.636823 -3.265 -0.887 -0.770 -0.2152
C 1.081380 0.560226 0.090801 -0.853 1.665 2.627 0.1232
N 2.769918 -0.416533 -1.150417 0.743 -0.899 -0.830 0.1835
N 1.886948 -0.040123 -0.562492 3.303 -1.240 -2.222 -0.0133
O -1.763105 -0.839685 0.576326 3.191 4.102 1.283 -0.5508
H -0.710253 -0.159896 -1.157582 -0.347 -0.497 0.920 0.2285
H -2.159700 -1.584188 0.216850 -1.075 -2.449 -1.988 0.5375
H -0.208258 1.660952 1.407080 -0.203 -0.369 0.085 0.2906
```
Positions in Å, forces in eV/Å.

***

This record from the Open Molecules 2025 dataset describes 2 unconnected molecules or ions with the total composition C2HCl2NO at a distorted geometry. The level of theory is wB97M-V/def2-TZVPD.

The HOMO energy is -10.48 eV. Its largest force on an atom is 3.427 eV/A. The total charge is 0. The LUMO energy is -2.31 eV. For the gap between HOMO and LUMO, the calculation gives 8.17 eV.

The geometry in XYZ format:
```
7
Properties=species:S:1:pos:R:3:forces:R:3:nbo_charge:R:1
C -0.688063 -1.757944 -0.018575 0.479 1.556 -0.291 0.0648
C -0.028148 0.626197 0.010593 -1.526 -1.773 0.099 0.3331
N -0.811854 -2.879195 -0.308783 0.056 0.967 0.344 -0.4952
O 1.097813 0.445947 0.650965 -1.738 -2.159 0.313 -0.6460
Cl -0.054822 0.917198 -1.702603 0.165 -0.115 1.020 0.1267
Cl -1.185431 1.526061 0.949456 0.070 -0.682 -0.676 0.1148
H 1.670508 1.121739 0.418950 2.495 2.205 -0.808 0.5019
```
Positions in Å, forces in eV/Å.

***

This record from the Open Molecules 2025 dataset describes a molecular structure, C2H4Br3P at a distorted geometry. The level of theory is wB97M-V/def2-TZVPD.

The HOMO energy is -9.37 eV. Its largest force on an atom is 1.984 eV/A. The total charge is 0. The LUMO energy is -0.61 eV. For the gap between HOMO and LUMO, the calculation gives 8.76 eV.

The geometry in XYZ format:
```
10
Properties=species:S:1:pos:R:3:forces:R:3:nbo_charge:R:1
C -0.429467 0.439692 -0.367666 -0.714 0.500 -0.574 -0.7106
C -0.498609 -0.962951 0.133514 0.626 -0.930 1.507 -0.4651
P -0.408533 -2.536208 -0.490414 -0.223 1.603 0.144 0.6975
Br -0.351769 -1.084329 2.163298 -0.222 0.107 -1.497 0.0045
Br 2.179717 2.413714 1.519460 0.757 0.720 0.237 -0.1755
Br -0.437495 -2.074827 -2.696910 -0.013 -0.206 0.168 -0.2526
H -0.394007 0.306968 -1.487114 0.050 0.704 1.077 0.2584
H -1.360766 1.072123 -0.080453 1.574 -1.140 -0.398 0.2517
H 0.504225 0.967481 0.010632 -1.406 -0.864 -0.953 0.2218
H 1.196704 1.458338 1.295652 -0.430 -0.495 0.288 0.1700
```
Positions in Å, forces in eV/Å.